Entry from OMol25: a 10-piece molecular cluster, C55H94N2O11S9Si overall in a non-equilibrium geometry (wB97M-V/def2-TZVPD).

HOMO energy   -8.241 eV
E   -6960.79315 Ha

Structure (ORCA input):
```
! wB97M-V def2-TZVPD RIJCOSX def2/J DEFGRID3
* xyz 0 1
H -0.405 3.988 0.708
H -0.047 -4.795 1.961
H -15.395 -4.703 4.025
H -7.920 7.013 1.546
H -0.893 -1.279 3.379
H 11.408 -3.963 -8.957
H 7.383 1.288 -0.627
C -11.216 7.267 7.329
C -3.776 3.306 1.049
C 1.501 1.987 -0.548
S -11.854 6.589 5.779
H -1.782 3.354 5.059
C -5.538 0.437 0.476
H -11.713 8.221 7.521
H -1.391 3.428 -2.407
S -14.489 -3.042 2.528
H 8.784 5.519 1.419
C 10.568 -3.299 -3.113
C -8.626 3.348 0.327
H 12.479 -2.912 -1.018
H -11.433 6.576 8.147
H 11.214 -1.966 -7.422
H 7.315 -1.149 -2.587
H -7.001 -2.821 2.109
C -10.940 4.429 1.490
C -3.000 4.737 1.250
C -12.308 -1.153 -0.214
C 7.217 2.539 2.899
S 5.931 -0.638 -0.687
H 0.274 1.294 -2.427
H 2.302 0.028 -1.434
H -1.490 0.487 2.232
H -12.059 4.380 1.838
C 6.368 -0.625 -2.441
O -10.251 -3.274 3.577
O 11.760 -4.483 -6.157
N -11.677 1.550 -0.838
C 1.041 -4.782 1.480
H -9.749 5.412 5.783
H -10.243 0.612 2.487
C -0.802 4.262 -0.361
H -10.139 7.430 7.250
O -11.391 7.485 4.669
S 8.691 3.233 2.117
H 10.648 -2.270 -3.472
H 7.710 5.319 2.828
C -10.801 5.120 5.766
H 6.448 0.404 -2.800
C -10.850 0.436 1.480
O -15.457 -3.434 1.452
O -5.554 5.796 -0.459
H 9.105 -6.254 -14.360
C 8.011 4.891 1.869
H -12.933 0.152 -2.103
H 3.653 -7.501 0.257
C 8.885 -6.187 -13.292
H 6.383 2.559 2.194
H -3.813 5.546 1.523
H -7.681 -5.335 2.137
H -1.550 -2.293 1.919
H 7.427 1.503 3.179
C 2.126 -0.703 2.913
S 12.905 0.853 1.340
C 3.191 -6.426 0.464
H 11.583 -1.386 -1.299
C -8.503 6.014 1.337
O 9.755 3.335 3.170
H 1.031 3.027 -2.551
H 11.077 -4.565 -14.160
C -15.345 -1.905 3.642
C -0.934 2.993 -1.395
H 1.664 0.371 3.055
H 11.481 -2.209 0.279
H 2.806 0.323 0.391
C -8.492 -5.151 2.845
H 11.854 -4.123 -12.619
H -0.354 -3.083 3.276
H 8.236 -5.329 -13.096
H 2.532 2.521 -0.827
S 10.426 -6.025 -12.362
C 11.563 -2.359 -0.800
H -1.717 2.205 -1.011
O -8.269 1.327 -1.360
S 10.428 -4.149 -6.760
N -2.325 2.935 4.247
H -11.030 4.497 6.634
H -12.843 -2.158 -0.561
C 10.332 -2.350 -6.902
H 10.645 -5.551 -8.686
C -6.210 1.932 0.181
H -11.392 -1.975 1.988
H -0.400 -0.014 0.103
H 9.426 -2.072 -7.446
H -0.219 2.568 3.733
H 15.178 1.455 1.845
H -2.183 4.747 2.089
C 0.485 2.280 -1.801
Si 1.004 -1.664 1.619
H -13.787 -4.122 4.561
H 1.170 2.461 0.475
O 12.238 -0.464 1.072
C -1.356 2.433 3.412
C 14.675 0.538 1.531
C -10.104 5.848 1.779
C 0.629 -0.573 0.034
C -10.933 1.689 0.446
H 11.515 -3.823 -3.259
H -8.050 -1.502 2.687
H 7.281 0.465 0.951
S -9.261 -3.554 2.485
H -0.816 1.898 1.176
C -1.620 1.647 1.990
C -6.143 4.755 0.142
C 7.363 0.315 -0.128
O 10.064 -5.772 -10.929
H -14.711 -1.689 4.505
C -0.608 -2.135 2.602
H -2.089 6.255 -0.327
C -3.129 1.833 1.374
H 1.022 -7.242 1.415
H -3.509 -0.608 1.295
H -7.448 -2.721 3.840
H 15.078 0.217 0.567
H 1.980 -1.273 3.936
H 7.152 4.837 1.196
H -15.546 -0.975 3.102
H 6.964 3.110 3.796
C -5.336 3.327 0.472
H 5.582 -1.141 -2.999
H 13.167 2.170 3.336
C 10.919 -4.443 -13.086
C -10.209 3.158 0.758
H 14.837 -0.251 2.270
C -12.310 0.224 -1.085
H 5.049 -5.007 -0.347
H -11.004 4.554 4.853
C 3.326 -3.503 0.443
C 10.538 -4.474 -8.536
H -13.918 -5.265 3.200
C -4.007 0.446 1.080
C 3.963 -5.010 0.136
H 8.279 -0.238 -0.347
C 1.903 0.377 -0.378
H -3.016 4.788 -1.070
H 8.379 -7.101 -12.971
C 12.598 1.275 3.070
C -11.491 -1.077 1.245
H 3.898 -2.493 0.173
H 12.886 0.443 3.716
H -16.291 -2.342 3.971
C 1.852 -3.366 1.149
C -7.751 4.746 0.600
C -7.773 2.101 -0.390
O 8.918 -2.446 -1.189
H 3.233 -0.702 2.521
C 1.678 -6.290 1.150
H -10.583 6.780 2.331
C -2.251 5.080 -0.204
C -7.791 -2.557 2.815
H -6.108 -0.582 0.281
H -0.029 5.056 -0.799
H -9.248 -5.933 2.738
H 11.531 1.477 3.195
H 9.626 -4.130 -9.029
O 4.718 0.228 -0.518
H 10.293 -1.923 -5.896
H 0.509 -1.364 -0.851
H -8.107 -5.159 3.868
H 9.782 -3.815 -3.670
H 10.148 -3.690 -12.902
C -14.391 -4.416 3.700
S 10.131 -3.312 -1.359
*
```